Record 1
The following is a quantum chemistry calculation of C37H41AsBrF6IN3O2Ti as an isolated structure in a non-equilibrium geometry, from the Open Molecules 2025 dataset.

Results
gap between HOMO and LUMO (alpha / beta) = 6.46 / 4.71 eV
E_HOMO (alpha / beta) = -0.50611 / -0.50614 Eh
ΔE to the lowest compared entry with this formula, charge and spin = 132.34 kJ/mol
charge = +2
expectation value of S² = 0.762
2S+1 = 2

Each line ends with the Mulliken spin population.
Geometry (Å):
Ti: -0.87 0.58 0.22  0.001
C: 1.79 1.42 3.10  -0.003
C: 0.35 1.60 2.64  0.004
C: -0.03 3.09 2.71  0.000
C: -0.66 0.74 3.39  0.002
C: -0.45 0.25 4.66  0.000
C: -1.44 -0.48 5.30  0.000
C: -2.63 -0.78 4.66  0.000
C: -2.88 -0.36 3.36  0.000
C: -4.08 -0.98 2.65  0.000
C: -5.40 -0.35 3.12  0.000
C: -4.05 -1.03 1.11  0.000
C: -1.91 0.48 2.77  -0.001
N: -2.13 1.12 1.55  -0.001
C: -3.20 2.00 1.45  0.000
O: -3.95 2.31 2.33  0.000
C: -3.20 2.57 0.07  0.000
C: -4.02 3.56 -0.42  0.000
C: -3.80 4.01 -1.72  0.000
C: -2.73 3.50 -2.45  0.001
C: -1.95 2.53 -1.85  -0.004
N: -2.21 2.04 -0.64  0.000
C: -0.68 1.95 -2.40  0.005
O: -0.25 2.18 -3.50  0.000
N: -0.10 1.15 -1.44  -0.001
C: 1.04 0.42 -1.92  0.012
C: 0.80 -0.71 -2.71  0.031
C: 1.93 -1.37 -3.23  0.163
C: 3.21 -0.88 -3.01  0.011
C: 3.42 0.28 -2.29  0.079
C: 2.33 0.96 -1.72  0.145
C: 2.51 2.30 -1.04  -0.013
C: 3.78 2.41 -0.20  0.018
C: 2.54 3.39 -2.13  0.032
C: -0.62 -1.11 -3.09  0.014
C: -1.53 -1.48 -1.90  -0.004
C: -0.66 -2.28 -4.07  0.006
H: 2.47 2.01 2.48  0.000
H: 2.11 0.38 3.06  0.006
H: 1.91 1.77 4.12  0.000
H: 0.32 1.30 1.53  -0.005
H: 0.01 3.42 3.75  0.000
H: -1.03 3.27 2.34  0.000
H: 0.68 3.69 2.14  0.000
H: 0.47 0.45 5.19  0.000
H: -1.26 -0.85 6.30  0.000
H: -3.37 -1.38 5.18  0.000
H: -4.09 -2.02 2.98  0.000
H: -5.41 0.72 2.92  0.000
H: -5.54 -0.50 4.19  0.000
H: -6.23 -0.82 2.59  0.000
H: -4.41 -0.10 0.66  0.000
H: -4.72 -1.82 0.78  0.000
H: -3.05 -1.27 0.73  0.000
H: -4.81 3.96 0.20  0.000
H: -4.43 4.77 -2.15  0.000
H: -2.48 3.84 -3.44  0.000
H: 1.80 -2.24 -3.85  -0.010
H: 4.05 -1.41 -3.45  0.000
H: 4.42 0.68 -2.20  -0.012
H: 1.65 2.47 -0.39  0.005
H: 4.67 2.37 -0.83  0.001
H: 3.85 1.61 0.53  0.000
H: 3.80 3.37 0.31  0.000
H: 3.45 3.31 -2.72  0.002
H: 2.51 4.37 -1.67  0.002
H: 1.69 3.30 -2.81  -0.012
H: -1.06 -0.25 -3.60  0.005
H: -2.52 -1.74 -2.28  -0.001
H: -1.67 -0.63 -1.19  0.001
H: -1.12 -2.33 -1.37  0.004
H: -0.26 -3.19 -3.62  -0.001
H: -0.10 -2.05 -4.98  -0.001
H: -1.69 -2.48 -4.37  0.000
F: 0.16 -0.88 0.49  0.008
As: 0.52 -3.04 1.84  0.004
F: -1.02 -2.27 2.06  -0.001
F: 1.24 -1.87 2.84  0.001
F: 0.05 -4.26 2.89  0.000
F: 2.02 -3.77 1.50  0.002
F: -0.08 -3.59 0.32  0.000
Br: 6.42 -1.51 -1.11  0.003
C: 5.02 -2.70 -1.53  0.003
C: 5.28 -3.76 -2.39  0.010
C: 4.24 -4.59 -2.81  0.045
C: 2.94 -4.36 -2.37  -0.018
C: 2.68 -3.34 -1.47  -0.010
C: 3.73 -2.52 -1.04  0.093
I: 3.33 -1.07 0.40  0.350
H: 6.29 -3.91 -2.74  0.001
H: 4.45 -5.40 -3.49  0.001
H: 2.13 -4.98 -2.72  0.001
H: 1.68 -3.16 -1.12  0.024

Record 2
The following is a quantum chemistry calculation of C37H41BClIrN3O6 as an isolated structure in a non-equilibrium geometry, from the Open Molecules 2025 dataset.

Results
gap between HOMO and LUMO = 4.99 eV
E_HOMO = -0.11562 Eh
ΔE to the lowest compared entry with this formula, charge and spin = 246.95 kJ/mol
charge = -1

Each line ends with the Mulliken charge.
Geometry (Å):
Ir: -0.26 -0.19 -0.05  2.285
O: -3.07 5.61 3.10  -0.509
C: -2.44 4.59 3.87  -0.582
C: -2.11 3.43 2.98  0.244
C: -1.83 2.19 3.54  -0.815
C: -1.44 1.15 2.71  -0.724
N: -1.32 1.31 1.40  -0.049
C: -1.63 2.47 0.85  0.814
C: -2.03 3.56 1.60  -0.670
C: -1.44 2.51 -0.63  0.289
C: -1.91 3.56 -1.39  -0.913
C: -1.62 3.62 -2.75  0.567
C: -2.16 4.73 -3.61  -0.629
O: -3.47 5.14 -3.24  -0.530
C: -0.85 2.60 -3.29  -1.542
C: -0.49 1.53 -2.49  -0.109
N: -0.79 1.47 -1.19  -0.280
H: -3.15 6.40 3.65  0.302
H: -3.08 4.25 4.68  0.303
H: -1.51 4.96 4.31  0.290
H: -1.90 2.03 4.61  0.443
H: -1.22 0.16 3.08  0.469
H: -2.24 4.51 1.14  0.421
H: -2.53 4.32 -0.94  0.615
H: -2.13 4.42 -4.66  0.339
H: -1.53 5.62 -3.52  0.281
H: -3.97 4.35 -3.00  0.336
H: -0.57 2.62 -4.33  0.390
H: 0.05 0.68 -2.89  0.468
C: 3.94 -3.52 4.46  -1.713
C: 3.07 -3.28 3.25  -0.168
C: 2.57 -4.35 2.52  -0.815
C: 1.80 -4.08 1.38  0.040
C: 1.22 -5.20 0.55  -1.582
C: 1.55 -2.78 1.01  0.528
C: 1.96 -1.65 1.75  0.389
C: 2.79 -1.97 2.86  -0.356
N: 1.53 -0.39 1.39  0.139
C: 2.27 0.79 1.89  1.280
C: 2.01 1.10 3.39  -0.844
C: 2.76 2.36 3.84  0.334
C: 2.27 3.57 3.04  -1.071
C: 2.55 3.31 1.55  0.361
C: 4.05 3.15 1.34  -1.677
C: 4.53 1.93 2.12  0.340
C: 4.27 2.16 3.61  -1.473
C: 3.79 0.67 1.64  -1.188
C: 1.82 2.04 1.11  -1.289
H: 3.95 -4.58 4.73  0.380
H: 3.58 -2.95 5.32  0.332
H: 4.97 -3.21 4.27  0.304
H: 2.77 -5.37 2.83  0.199
H: 1.52 -6.18 0.94  0.377
H: 1.55 -5.12 -0.49  0.279
H: 0.13 -5.15 0.55  0.281
H: 1.05 -2.60 0.06  -0.089
H: 3.19 -1.19 3.49  0.543
H: 2.31 0.26 4.01  0.490
H: 0.93 1.23 3.52  -0.143
H: 2.57 2.52 4.91  0.382
H: 2.78 4.48 3.37  0.612
H: 1.20 3.70 3.20  -0.056
H: 2.18 4.16 0.97  0.410
H: 4.58 4.05 1.68  0.581
H: 4.27 3.02 0.27  0.494
H: 5.61 1.79 1.96  0.240
H: 4.82 3.05 3.95  0.581
H: 4.62 1.30 4.20  0.531
H: 4.20 -0.20 2.14  0.649
H: 3.94 0.53 0.56  0.385
H: 1.99 1.86 0.04  0.901
H: 0.76 2.18 1.25  -1.200
Cl: -1.40 -1.70 1.40  -0.511
O: 1.91 -2.03 -1.89  -0.510
C: 2.06 -0.83 -1.86  -0.536
O: 1.31 0.10 -1.32  -0.520
H: 2.93 -0.38 -2.36  0.318
O: -0.72 -1.36 -2.82  -0.638
B: -1.25 -1.21 -1.50  1.794
O: -2.45 -1.96 -1.43  -0.385
C: -2.59 -2.59 -2.63  0.999
C: -3.56 -3.48 -3.03  -1.279
C: -3.45 -4.01 -4.31  -0.412
C: -2.40 -3.66 -5.15  -0.649
C: -1.41 -2.75 -4.74  -0.903
C: -1.54 -2.24 -3.47  0.280
H: -4.37 -3.75 -2.36  0.491
H: -4.19 -4.72 -4.66  0.374
H: -2.33 -4.10 -6.14  0.379
H: -0.57 -2.48 -5.36  0.504

Record 3
The following is a quantum chemistry calculation of C37H41BHfN13OS3 as an isolated structure in a non-equilibrium geometry, from the Open Molecules 2025 dataset.

Results
gap between HOMO and LUMO (alpha / beta) = 7.14 / 4.74 eV
E_HOMO (alpha / beta) = -0.63790 / -0.63790 Eh
ΔE to the lowest compared entry with this formula, charge and spin = 97.90 kJ/mol
charge = +4
expectation value of S² = 0.773
2S+1 = 2

Each line ends with the Mulliken spin population.
Geometry (Å):
Hf: 0.19 -1.03 0.14  0.003
C: -1.90 -0.07 -3.67  0.000
C: -1.76 0.13 -2.32  0.001
N: -0.62 -0.41 -1.86  -0.003
N: 0.00 -0.95 -2.96  0.002
C: -0.76 -0.77 -4.04  0.000
B: 1.43 -1.60 -2.88  -0.001
N: 1.24 -2.92 -2.08  0.000
C: 1.58 -4.17 -2.39  0.000
C: 0.91 -5.04 -1.53  0.000
C: 0.17 -4.23 -0.71  0.000
N: 0.37 -2.92 -1.01  0.000
N: 2.32 -0.62 -2.03  0.003
C: 3.46 -0.05 -2.41  0.000
C: 3.87 0.84 -1.42  -0.001
C: 2.92 0.75 -0.44  0.001
N: 1.96 -0.15 -0.80  -0.005
N: 2.04 -1.74 -4.23  0.000
C: 2.12 -0.78 -5.20  0.000
C: 2.98 -1.23 -6.16  0.000
C: 3.41 -2.49 -5.68  0.000
N: 2.86 -2.79 -4.52  0.000
H: -2.72 0.23 -4.31  0.000
H: -2.42 0.66 -1.66  0.000
H: -0.46 -1.16 -5.00  0.000
H: 2.26 -4.36 -3.20  0.000
H: 0.95 -6.12 -1.53  0.000
H: -0.52 -4.52 0.06  0.000
H: 3.93 -0.31 -3.35  0.000
H: 4.76 1.46 -1.42  0.000
H: 2.85 1.30 0.48  0.000
H: 1.58 0.15 -5.13  0.000
H: 3.28 -0.74 -7.07  0.000
H: 4.10 -3.18 -6.14  0.000
C: 3.51 -0.41 4.73  0.000
C: 3.45 0.19 3.32  0.000
C: 2.07 0.58 2.91  0.000
N: 1.42 0.08 1.92  0.000
N: 0.17 0.64 1.71  -0.001
C: -0.12 1.57 2.59  0.000
N: -1.28 2.22 2.64  0.001
S: 1.16 1.83 3.71  0.000
H: 4.54 -0.67 4.96  0.000
H: 2.90 -1.31 4.81  0.000
H: 3.18 0.30 5.49  0.000
H: 3.84 -0.51 2.58  0.000
H: 4.08 1.09 3.29  0.000
H: -1.92 2.18 1.86  0.000
H: -1.42 2.98 3.30  0.000
O: 0.52 -2.38 1.73  0.000
S: 0.17 -3.73 2.42  0.000
C: -1.60 -3.54 2.82  0.000
C: -2.29 -2.85 1.69  0.000
C: -3.11 -3.55 0.81  0.000
C: -3.82 -2.87 -0.18  0.000
C: -3.67 -1.51 -0.33  0.000
C: -2.82 -0.79 0.51  0.000
C: -2.13 -1.46 1.53  0.000
C: 0.93 -3.69 4.05  0.000
C: 0.27 -2.88 5.13  0.000
C: -0.01 -3.49 6.34  0.000
C: -0.55 -2.76 7.39  0.000
C: -0.84 -1.42 7.22  0.000
C: -0.60 -0.81 6.00  0.000
C: -0.03 -1.53 4.96  0.000
H: -1.66 -2.97 3.75  0.000
H: -1.97 -4.55 2.99  0.000
H: -3.25 -4.62 0.94  0.000
H: -4.51 -3.41 -0.81  0.000
H: -4.26 -0.99 -1.08  0.000
H: -2.79 0.29 0.47  0.001
H: -1.70 -0.89 2.34  0.000
H: 1.96 -3.39 3.84  0.000
H: 0.96 -4.75 4.32  0.000
H: 0.22 -4.55 6.48  0.000
H: -0.74 -3.25 8.34  0.000
H: -1.27 -0.85 8.04  0.000
H: -0.84 0.24 5.88  0.000
H: 0.17 -1.05 4.01  0.000
N: 0.14 5.65 -1.20  0.013
C: -0.59 4.59 -1.53  -0.045
S: -0.48 3.12 -0.75  0.080
N: -1.46 4.74 -2.62  0.205
C: -2.00 5.84 -3.20  0.246
C: -2.52 5.68 -4.53  0.112
C: -3.06 6.74 -5.18  0.011
C: -3.14 8.00 -4.53  0.266
C: -2.67 8.16 -3.20  0.043
C: -2.10 7.11 -2.54  0.086
H: 0.76 5.58 -0.41  0.000
H: 0.18 6.49 -1.76  0.001
H: -1.75 3.85 -3.01  -0.025
H: -2.45 4.71 -5.02  -0.003
H: -3.43 6.64 -6.19  0.004
H: -3.58 8.84 -5.05  0.003
H: -2.77 9.11 -2.71  0.004
H: -1.81 7.22 -1.51  -0.003